This record from the Open Molecules 2025 dataset describes 2 unconnected molecules or ions with the total composition CH4N2OS at a distorted geometry. The level of theory is ωB97M-V with the def2-TZVPD basis set.

Computed properties:
LUMO energy (alpha / beta) ... -1.0 / 0.1 eV
Orbital gap (alpha / beta) ... 0.25724 / 0.31759 hartree

Each atom is followed by the atoms it is bonded to, with distances in Å.
Cartesian coordinates (Å):
1 C -1.349 -1.335 0.521  N2 1.226, H6 1.040
2 N -1.720 -1.144 -0.632  C1 1.226, H7 0.994
3 N 1.701 1.569 -0.091  O4 1.445, H8 1.009, H9 1.012
4 O 1.604 0.219 -0.595  N3 1.445, S5 1.640
5 S 1.502 -1.006 0.490  O4 1.640
6 H -1.610 -1.158 1.512  C1 1.040
7 H -2.573 -0.736 -0.936  N2 0.994
8 H 1.415 2.039 -0.937  N3 1.009
9 H 1.030 1.552 0.667  N3 1.012

Results of the Löwdin charge analysis, in e, for atoms 1 through 8: number 1, C, carries -0.11; number 2, N, carries 0.06; number 3, N, carries -0.02; number 4, O, carries -0.75; number 5, S, carries 0.64; number 6, H, carries 0.02; number 7, H, carries 0.05; number 8, H, carries 0.07